Below is C48H36CrN4O4 as an isolated structure, with properties calculated with ωB97M-V/def2-TZVPD.

Results
multiplicity: 5
total charge: 0
total energy: -3415.24893 a.u.

Last column: Mulliken charge in e.
Element x y z (Å)
Cr  0.12  -0.46  -0.01  0.717
C  5.31  -2.73  8.12  -0.844
O  4.23  -1.82  7.98  -0.460
C  3.67  -1.70  6.75  0.963
C  2.57  -0.85  6.66  -0.864
C  1.94  -0.66  5.45  -0.325
C  2.38  -1.31  4.29  -0.277
C  3.47  -2.15  4.39  -0.610
C  4.12  -2.35  5.61  -0.505
C  1.70  -1.07  2.98  0.932
C  0.34  -1.36  2.88  0.287
C  -0.46  -1.92  3.94  -1.455
C  -1.76  -1.86  3.53  -0.970
C  -1.76  -1.31  2.20  0.140
N  -0.47  -1.03  1.82  -0.033
C  -2.90  -1.06  1.44  1.255
C  -2.88  -0.75  0.07  -0.053
C  -4.05  -0.72  -0.77  -1.167
C  -3.62  -0.59  -2.04  -1.224
C  -2.18  -0.50  -1.99  0.122
C  -1.36  -0.31  -3.11  1.281
C  -1.99  -0.24  -4.46  -0.639
C  -1.82  -1.27  -5.38  -0.128
C  -2.35  -1.18  -6.66  -0.785
C  -3.07  -0.05  -7.03  1.002
O  -3.56  -0.05  -8.30  -0.464
C  -4.30  1.08  -8.72  -0.854
C  -3.26  0.98  -6.12  -0.587
C  -2.72  0.87  -4.84  -0.378
C  0.01  -0.06  -3.02  0.013
N  0.73  0.02  -1.86  -0.078
C  1.96  0.53  -2.20  -0.038
C  3.00  0.82  -1.30  1.045
C  4.11  1.68  -1.80  -0.769
C  3.95  3.06  -1.78  -0.191
C  4.92  3.91  -2.30  -0.671
C  6.07  3.38  -2.86  1.015
O  7.07  4.12  -3.42  -0.462
C  6.87  5.52  -3.49  -0.859
C  6.26  2.00  -2.86  -0.762
C  5.29  1.17  -2.34  0.061
C  3.01  0.43  0.04  0.007
C  4.14  0.58  0.91  -1.229
C  3.80  0.00  2.09  -1.160
C  2.45  -0.49  1.95  0.261
N  1.99  -0.22  0.69  -0.093
C  2.03  0.74  -3.62  -1.155
C  0.84  0.35  -4.13  -1.077
N  -1.76  -0.61  -0.70  -0.050
C  -4.23  -1.15  2.10  -0.592
C  -4.80  -2.37  2.48  -0.055
C  -6.05  -2.42  3.06  -0.831
C  -6.78  -1.25  3.27  0.924
O  -8.01  -1.40  3.83  -0.461
C  -8.86  -0.26  3.84  -0.868
C  -6.22  -0.03  2.92  -0.609
C  -4.96  0.01  2.34  -0.340
H  5.58  -2.72  9.17  0.246
H  6.17  -2.41  7.53  0.330
H  5.02  -3.74  7.82  0.344
H  2.23  -0.34  7.55  0.419
H  1.09  0.02  5.38  0.550
H  3.83  -2.68  3.51  0.495
H  4.98  -3.01  5.64  0.387
H  -0.08  -2.33  4.86  0.572
H  -2.63  -2.19  4.07  0.524
H  -5.07  -0.82  -0.41  0.453
H  -4.21  -0.56  -2.94  0.504
H  -1.25  -2.15  -5.10  0.474
H  -2.22  -1.98  -7.38  0.427
H  -4.60  0.89  -9.74  0.246
H  -3.69  1.99  -8.69  0.339
H  -5.18  1.23  -8.10  0.337
H  -3.80  1.87  -6.39  0.385
H  -2.86  1.68  -4.14  0.467
H  3.05  3.48  -1.35  0.495
H  4.76  4.98  -2.26  0.412
H  7.74  5.92  -4.01  0.243
H  6.80  5.97  -2.50  0.334
H  5.97  5.76  -4.06  0.352
H  7.18  1.60  -3.28  0.427
H  5.44  0.09  -2.36  0.492
H  5.07  1.06  0.64  0.485
H  4.41  -0.08  2.98  0.495
H  2.89  1.12  -4.15  0.478
H  0.53  0.37  -5.16  0.459
H  -4.25  -3.28  2.30  0.539
H  -6.51  -3.36  3.34  0.418
H  -9.84  -0.62  4.13  0.250
H  -8.92  0.19  2.85  0.366
H  -8.52  0.49  4.56  0.323
H  -6.75  0.90  3.10  0.398
H  -4.53  0.97  2.05  0.483


Below is C2H2CoO3 as an isolated structure, with properties calculated with ωB97M-V/def2-TZVPD.

Results
multiplicity: 5
relative energy (zero: lowest compared OMol25 entry of this formula, charge and spin): 15.6 kcal/mol
total charge: +3
total energy: -1684.05599 a.u.

Last column: Mulliken charge in e.
Element x y z (Å)
H  -0.43  -1.23  0.36  0.511
O  1.35  0.58  0.57  0.139
O  0.34  0.57  1.60  0.252
C  0.46  -0.05  -0.27  0.657
C  -0.59  0.00  0.73  0.008
Co  -2.43  0.86  0.54  1.117
O  0.62  0.06  -1.54  -0.158
H  0.66  -0.79  -2.00  0.475


Below is C17H41CuN6SSb as an isolated structure, with properties calculated with ωB97M-V/def2-TZVPD.

Results
multiplicity: 2
relative energy (zero: lowest compared OMol25 entry of this formula, charge and spin): 0.0 kcal/mol
total charge: +2
total energy: -3279.16649 a.u.

Last column: Mulliken charge in e.
Element x y z (Å)
Cu  2.04  0.68  2.46  -0.309
N  0.00  1.00  2.30  -0.137
C  -0.46  0.97  3.73  -0.650
C  0.51  1.71  4.64  -0.344
N  1.78  1.02  4.54  -0.119
C  3.01  1.62  5.08  -0.689
C  3.92  2.31  3.98  -0.626
N  3.75  1.79  2.61  -0.366
H  -0.20  1.94  1.92  0.260
H  -0.43  0.31  1.70  0.155
H  -0.51  -0.06  4.09  0.347
H  -1.42  1.53  3.72  0.441
H  0.12  1.82  5.65  0.382
H  0.63  2.77  4.21  0.289
H  1.80  0.07  4.82  0.313
H  3.61  0.89  5.56  0.510
H  2.82  2.42  5.84  0.333
H  4.94  2.20  4.21  0.418
H  3.66  3.39  3.98  0.379
H  4.63  1.33  2.31  0.308
H  3.54  2.64  2.03  0.300
C  -2.52  2.91  -3.70  -1.445
C  -1.35  2.03  -3.45  0.438
C  -0.16  2.71  -2.93  -1.164
Sb  -1.92  0.33  -1.94  0.487
C  -4.13  0.60  -1.89  -0.120
C  -4.72  -0.69  -1.20  -1.256
C  -4.49  1.81  -1.03  -1.215
C  -1.90  -1.55  -3.21  0.248
C  -1.28  -1.38  -4.61  -1.562
C  -1.33  -2.72  -2.36  -1.102
H  -3.27  2.45  -4.35  0.330
H  -2.18  3.80  -4.22  0.466
H  -3.00  3.26  -2.82  0.259
H  -1.15  1.32  -4.33  0.105
H  -0.18  2.82  -1.84  0.194
H  -0.02  3.67  -3.51  0.366
H  0.79  2.16  -3.06  0.267
H  -4.35  0.72  -2.96  0.467
H  -4.25  -0.77  -0.20  0.318
H  -4.48  -1.62  -1.76  0.317
H  -5.80  -0.50  -1.21  0.403
H  -5.51  2.15  -1.16  0.389
H  -3.85  2.69  -1.22  0.257
H  -4.50  1.60  0.08  0.275
H  -2.99  -1.72  -3.37  0.195
H  -0.22  -1.16  -4.55  0.359
H  -1.79  -0.55  -5.12  0.421
H  -1.40  -2.22  -5.27  0.419
H  -1.96  -3.60  -2.44  0.329
H  -1.25  -2.41  -1.32  0.277
H  -0.29  -2.97  -2.64  0.318
C  2.45  -5.65  0.24  -1.222
C  1.88  -4.55  1.10  -0.015
C  2.18  -3.12  0.69  0.143
N  1.80  -2.13  1.47  -0.485
N  2.27  -0.90  1.06  0.283
C  2.90  -0.95  -0.10  0.584
N  3.48  0.10  -0.72  -0.390
S  2.90  -2.62  -0.82  -0.095
H  2.20  -6.61  0.72  0.341
H  3.55  -5.57  0.21  0.350
H  2.10  -5.55  -0.81  0.350
H  2.13  -4.60  2.15  0.321
H  0.76  -4.53  1.05  0.247
H  3.44  1.02  -0.32  0.102
H  3.67  0.11  -1.72  0.254